# 1
Density functional theory data (the ωB97M-V functional and the def2-TZVPD basis) for a cluster of 2 separate species, C5H17N2O in total in a non-equilibrium geometry.

Values from the calculation:
energy above the lowest of the compared OMol25 structures with the same formula, charge and spin: 13.37 kcal/mol
orbital gap: 10.0 eV
net charge: +1

Structure (XYZ):
```
25
C5H17N2O the ωB97M-V functional and the def2-TZVPD basis
N 0.87 -1.29 -0.85
C 1.60 0.02 -0.88
C 2.33 0.23 -2.19
C 0.59 1.06 -0.38
N 0.23 0.71 0.97
C -1.09 1.10 1.44
C -1.29 0.65 2.88
H 1.46 -2.07 -1.11
H 0.47 -1.41 0.10
H 0.05 -1.18 -1.45
H 2.32 -0.01 -0.08
H 2.32 1.25 -2.56
H 1.84 -0.34 -2.99
H 3.34 -0.13 -2.12
H 1.08 2.03 -0.54
H -0.28 1.10 -1.03
H 0.95 0.98 1.62
H -1.32 2.17 1.39
H -1.85 0.56 0.87
H -2.26 1.00 3.22
H -0.49 0.95 3.55
H -1.40 -0.44 2.90
H -3.03 -2.15 0.06
H -2.85 -2.32 -1.47
O -2.46 -1.93 -0.69
```


# 2
Density functional theory data (the ωB97M-V functional and the def2-TZVPD basis) for a structure of composition C5H6N2O in a non-equilibrium geometry.

Values from the calculation:
energy above the lowest of the compared OMol25 structures with the same formula, charge and spin: 152.40 kcal/mol
orbital gap: 8.9 eV
net charge: 0

Structure (XYZ):
```
14
C5H6N2O the ωB97M-V functional and the def2-TZVPD basis
C 2.25 -0.59 0.03
C 1.09 0.27 -0.04
C -0.85 1.04 -0.14
C -2.19 0.39 0.11
C -0.20 -0.23 -0.12
H 2.69 -0.97 -1.12
H 1.96 -1.53 0.81
H 3.34 0.06 0.53
H -2.73 0.43 1.01
H -3.18 0.36 -0.59
H -1.72 -1.87 -0.54
N -0.18 2.11 -0.06
N -1.37 -1.02 0.06
O 1.09 1.53 0.06
```


# 3
Density functional theory data (the ωB97M-V functional and the def2-TZVPD basis) for a structure of composition C2FI3O in a non-equilibrium geometry.

Values from the calculation:
energy above the lowest of the compared OMol25 structures with the same formula, charge and spin: 54.21 kcal/mol
orbital gap (spin up / spin down): 7.2 / 7.2 eV
net charge: 0

Structure (XYZ):
```
7
C2FI3O the ωB97M-V functional and the def2-TZVPD basis
C -1.39 0.65 -0.61
C 1.10 -0.14 0.53
O -1.57 1.74 -0.96
F 1.18 0.37 1.76
I -2.60 -1.03 -0.50
I 0.68 -2.19 0.53
I 2.59 0.59 -0.76
```


# 4
Density functional theory data (the ωB97M-V functional and the def2-TZVPD basis) for the molecule C15H19NO2S.

Values from the calculation:
energy above the lowest of the compared OMol25 structures with the same formula, charge and spin: 21.69 kcal/mol
orbital gap: 9.2 eV
net charge: 0

Structure (XYZ):
```
38
C15H19NO2S the ωB97M-V functional and the def2-TZVPD basis
C 2.33 4.54 -0.61
C 1.93 3.07 -0.53
C 1.50 2.70 0.89
O 1.07 1.36 1.01
C -0.19 1.00 0.65
C -1.14 1.86 0.11
C -2.40 1.40 -0.22
C -2.75 0.07 -0.02
C -4.12 -0.36 -0.42
C -4.48 -1.80 -0.17
O -4.90 0.42 -0.91
C -1.80 -0.79 0.53
C -0.54 -0.34 0.87
C 0.45 -1.31 1.44
S 0.91 -2.61 0.23
C 1.47 -1.60 -1.18
C 2.75 -0.81 -0.90
C 3.85 -1.68 -0.57
N 4.73 -2.37 -0.32
H 3.15 4.75 0.07
H 1.49 5.18 -0.35
H 2.65 4.79 -1.62
H 2.77 2.44 -0.81
H 1.11 2.87 -1.23
H 2.35 2.78 1.57
H 0.71 3.38 1.25
H -0.91 2.90 -0.06
H -3.13 2.07 -0.64
H -3.81 -2.45 -0.73
H -5.50 -1.97 -0.50
H -4.40 -2.03 0.88
H -2.03 -1.83 0.69
H 0.02 -1.87 2.27
H 1.36 -0.81 1.77
H 0.66 -0.92 -1.45
H 1.62 -2.31 -1.99
H 3.02 -0.23 -1.78
H 2.59 -0.12 -0.06
```


# 5
Density functional theory data (the ωB97M-V functional and the def2-TZVPD basis) for a structure of composition C6H12.

Values from the calculation:
energy above the lowest of the compared OMol25 structures with the same formula, charge and spin: 140.52 kcal/mol
orbital gap: 7.9 eV
net charge: 0

Structure (XYZ):
```
18
C6H12 the ωB97M-V functional and the def2-TZVPD basis
C 1.25 0.87 -1.48
C 0.93 -0.51 -0.91
C 1.02 -0.69 0.59
C -0.40 -0.93 0.76
C -1.46 0.79 1.55
C -0.59 -0.86 -0.75
H 0.71 1.65 -0.93
H 0.98 0.95 -2.54
H 2.32 1.09 -1.40
H 1.45 -1.27 -1.51
H 0.05 0.23 1.08
H 1.86 -0.81 1.27
H -0.91 -1.58 1.47
H -2.48 0.57 1.23
H -1.41 0.76 2.65
H -1.20 1.81 1.21
H -0.85 -1.84 -1.16
H -1.31 -0.12 -1.10
```


# 6
Density functional theory data (the ωB97M-V functional and the def2-TZVPD basis) for the ion C8H13N2S with charge +1 in a non-equilibrium geometry.

Values from the calculation:
energy above the lowest of the compared OMol25 structures with the same formula, charge and spin: 56.83 kcal/mol
orbital gap: 8.5 eV
net charge: +1

Structure (XYZ):
```
24
C8H13N2S the ωB97M-V functional and the def2-TZVPD basis
C 3.14 -0.38 -0.78
N 1.96 -0.34 0.20
C 0.75 -0.08 -0.61
S 0.52 1.74 -0.53
C -1.12 1.74 0.64
C -0.78 1.04 1.82
C -0.49 -0.23 1.57
C -0.53 -0.72 0.12
C -1.98 -0.30 -0.41
N -2.79 -1.27 -0.97
C -2.14 1.01 -0.29
H 4.03 -0.03 -0.29
H 3.44 -1.46 -1.12
H 2.98 0.37 -1.62
H 2.23 0.51 0.64
H 1.74 -1.28 0.70
H 0.85 -0.35 -1.66
H -1.31 2.79 0.66
H -0.81 1.49 2.76
H 0.02 -0.92 2.38
H -0.36 -1.79 0.11
H -2.54 -1.92 -1.74
H -3.77 -1.11 -1.00
H -3.04 1.51 -0.59
```


# 7
Density functional theory data (the ωB97M-V functional and the def2-TZVPD basis) for the ion C17H24ClF3NO4 with charge +1 in a non-equilibrium geometry.

Values from the calculation:
orbital gap: 8.8 eV
net charge: +1

Structure (XYZ):
```
50
C17H24ClF3NO4 the ωB97M-V functional and the def2-TZVPD basis
C 1.75 3.51 -0.83
C 0.72 2.73 -1.10
C -0.35 2.37 -0.10
C -0.96 1.00 -0.32
C -1.86 0.66 0.90
C -3.21 1.41 0.90
C -4.31 0.64 0.26
F -4.56 0.88 -1.06
C -5.04 -0.34 0.85
F -5.80 -0.14 1.90
F -5.10 -1.59 0.47
O -1.78 0.98 -1.47
C -1.95 -0.41 -1.85
C -0.85 -1.20 -1.09
C -0.20 -2.33 -1.88
C 0.41 -3.46 -1.06
O 1.28 -4.14 -1.47
Cl -0.25 -3.75 0.56
N 0.03 -0.07 -0.71
C 1.30 -0.30 0.06
C 1.12 -0.41 1.57
C 2.35 -1.10 2.18
C 3.69 -0.50 1.74
O 4.30 -1.31 0.72
C 4.56 -0.71 -0.46
O 5.18 0.29 -0.59
H 2.51 3.72 -1.58
H 1.87 4.02 0.12
H 0.60 2.34 -2.11
H -1.16 3.10 -0.21
H 0.03 2.46 0.92
H -1.32 0.94 1.80
H -2.07 -0.41 1.00
H -3.49 1.52 1.95
H -3.15 2.40 0.46
H -2.96 -0.77 -1.69
H -1.73 -0.42 -2.92
H -1.37 -1.66 -0.26
H -0.96 -2.79 -2.52
H 0.60 -1.94 -2.50
H 0.34 0.27 -1.63
H 1.99 0.49 -0.23
H 1.73 -1.24 -0.31
H 0.21 -0.96 1.80
H 1.05 0.60 1.98
H 2.30 -1.05 3.27
H 2.37 -2.15 1.89
H 3.60 0.53 1.38
H 4.37 -0.46 2.59
H 4.14 -1.25 -1.32
```


# 8
Density functional theory data (the ωB97M-V functional and the def2-TZVPD basis) for a cluster of 2 separate species, CHClOS in total in a non-equilibrium geometry.

Values from the calculation:
energy above the lowest of the compared OMol25 structures with the same formula, charge and spin: 59.69 kcal/mol
orbital gap: 8.8 eV
net charge: 0

Structure (XYZ):
```
5
CHClOS the ωB97M-V functional and the def2-TZVPD basis
C -0.04 0.57 0.05
O -0.08 -1.89 0.17
S -0.96 -0.74 0.03
Cl -0.36 2.18 0.12
H 1.44 -0.11 -0.37
```